Computed, not measured: C27H27IIrN5O2P2 as an isolated structure at a distorted geometry, with ωB97M-V with the def2-TZVPD basis set.

Computed properties:
- energy (hartree) = -2553.0516
- HOMO energy (spin up / spin down) (eV) = -16.93 / -16.93
- expectation value of S² = 0.75

Structure (ORCA input):
```
! RIJCOSX wB97M-V def2-TZVPD def2/J DEFGRID3
* xyz 3 2
Ir -0.511 -1.901 -2.083
O 0.211 -1.798 -0.325
P 0.014 -0.828 0.901
C -0.399 0.813 0.257
P 0.489 1.179 -1.296
O 0.061 0.083 -2.324
C 2.228 1.133 -0.987
C 3.047 0.283 -1.729
C 4.411 0.257 -1.481
C 4.949 1.079 -0.501
C 4.132 1.921 0.248
C 2.771 1.959 0.003
C -0.037 2.780 -1.819
C -1.411 3.056 -1.883
C -1.845 4.304 -2.281
C -0.914 5.278 -2.635
C 0.444 5.008 -2.581
C 0.892 3.757 -2.181
C -1.335 -1.369 1.916
C -1.496 -2.744 2.114
C -2.521 -3.201 2.925
C -3.376 -2.293 3.542
C -3.217 -0.927 3.345
C -2.193 -0.458 2.537
C 1.516 -0.760 1.827
C 1.528 0.049 2.968
C 2.677 0.113 3.735
C 3.792 -0.639 3.380
C 3.775 -1.441 2.248
C 2.631 -1.513 1.467
H -0.183 1.583 0.998
H -1.470 0.830 0.035
H 2.625 -0.336 -2.511
H 5.055 -0.391 -2.058
H 6.018 1.085 -0.333
H 4.560 2.558 1.010
H 2.142 2.637 0.569
H -2.143 2.299 -1.618
H -2.903 4.525 -2.315
H -1.256 6.249 -2.968
H 1.162 5.769 -2.855
H 1.953 3.548 -2.159
H -0.813 -3.450 1.657
H -2.639 -4.262 3.096
H -4.156 -2.651 4.200
H -3.882 -0.226 3.831
H -2.067 0.611 2.414
H 0.647 0.603 3.275
H 2.697 0.730 4.623
H 4.673 -0.617 4.008
H 4.649 -2.019 1.978
H 2.606 -2.148 0.591
I -1.032 -2.112 -4.767
C -0.128 -3.382 -3.388
H 0.950 -3.459 -3.554
H -0.656 -4.325 -3.281
N -5.163 -2.614 0.007
N -4.215 -2.102 -0.794
N -4.485 -1.096 -1.617
C -3.309 -0.840 -2.142
N -2.381 -1.654 -1.604
N -2.990 -2.482 -0.747
H -6.096 -2.416 -0.335
H -4.958 -3.553 0.320
H -3.119 -0.071 -2.873
*
```

---

Computed, not measured: a 6-piece molecular cluster, H12O6 overall at a distorted geometry, with ωB97M-V with the def2-TZVPD basis set.

Computed properties:
- energy (hartree) = -458.5599
- SMILES = O.O.O.O.O.O
- HOMO energy (eV) = -10.56

Structure (ORCA input):
```
! RIJCOSX wB97M-V def2-TZVPD def2/J DEFGRID3
* xyz 0 1
H -0.070 -0.259 0.081
H -0.451 0.277 1.466
H 1.467 -2.101 -0.878
H 0.008 -1.910 -0.593
H 4.097 0.333 -1.065
H 3.606 -1.030 -1.159
H -4.814 -2.695 -0.043
H -4.170 -1.360 -0.021
H 1.480 0.259 2.671
H 2.731 0.637 1.906
H -0.925 4.256 -1.157
H -1.390 3.880 0.272
O -0.309 -0.526 0.973
O 0.808 -2.073 -0.164
O 3.797 -0.266 -1.722
O -4.706 -1.860 -0.610
O 1.860 0.216 1.811
O -1.646 4.474 -0.472
*
```

---

Which of these has the lowest energy?
C27H27IIrN5O2P2

---

Among the records above, which one has the highest energy?
H12O6

---

What did the second record say?
Computed, not measured: a 6-piece molecular cluster, H12O6 overall at a distorted geometry, with ωB97M-V with the def2-TZVPD basis set.

Computed properties:
- energy (hartree) = -458.5599
- SMILES = O.O.O.O.O.O
- HOMO energy (eV) = -10.56

Structure (ORCA input):
```
! RIJCOSX wB97M-V def2-TZVPD def2/J DEFGRID3
* xyz 0 1
H -0.070 -0.259 0.081
H -0.451 0.277 1.466
H 1.467 -2.101 -0.878
H 0.008 -1.910 -0.593
H 4.097 0.333 -1.065
H 3.606 -1.030 -1.159
H -4.814 -2.695 -0.043
H -4.170 -1.360 -0.021
H 1.480 0.259 2.671
H 2.731 0.637 1.906
H -0.925 4.256 -1.157
H -1.390 3.880 0.272
O -0.309 -0.526 0.973
O 0.808 -2.073 -0.164
O 3.797 -0.266 -1.722
O -4.706 -1.860 -0.610
O 1.860 0.216 1.811
O -1.646 4.474 -0.472
*
```

---

What did the second record say?
Computed, not measured: a 6-piece molecular cluster, H12O6 overall at a distorted geometry, with ωB97M-V with the def2-TZVPD basis set.

Computed properties:
- energy (hartree) = -458.5599
- SMILES = O.O.O.O.O.O
- HOMO energy (eV) = -10.56

Structure (ORCA input):
```
! RIJCOSX wB97M-V def2-TZVPD def2/J DEFGRID3
* xyz 0 1
H -0.070 -0.259 0.081
H -0.451 0.277 1.466
H 1.467 -2.101 -0.878
H 0.008 -1.910 -0.593
H 4.097 0.333 -1.065
H 3.606 -1.030 -1.159
H -4.814 -2.695 -0.043
H -4.170 -1.360 -0.021
H 1.480 0.259 2.671
H 2.731 0.637 1.906
H -0.925 4.256 -1.157
H -1.390 3.880 0.272
O -0.309 -0.526 0.973
O 0.808 -2.073 -0.164
O 3.797 -0.266 -1.722
O -4.706 -1.860 -0.610
O 1.860 0.216 1.811
O -1.646 4.474 -0.472
*
```